Here is an isolated molecule of C3H8Cl2Si from the Open Molecules 2025 dataset. Energies are from the ωB97M-V functional and the def2-TZVPD basis.

XYZ file:
```
14
C3H8Cl2Si, DFT the ωB97M-V functional and the def2-TZVPD basis
Cl -3.263 1.203 -0.467
Cl -2.212 -2.062 -0.084
Si -1.689 -0.127 0.065
C -0.119 0.499 -1.163
C -1.254 0.512 1.836
C 1.169 -0.365 -1.322
H -1.340 -0.199 2.611
H -2.033 1.306 2.167
H 1.916 0.182 -1.892
H 0.942 -1.232 -1.795
H -0.578 0.767 -2.221
H -0.243 0.824 1.748
H 1.500 -0.624 -0.304
H 0.152 1.424 -0.556
```

Summary:
Energy above the lowest of the compared OMol25 structures with the same formula, charge and spin   0.0 kcal per mole
Calculated total energy   -36165.786 eV
Structure (SMILES)   CC[Si](C)(Cl)Cl
Frontier orbital gap   10.678 eV
LUMO energy   0.63 eV